*i*
ORCA calculation (ωB97M-V with the def2-TZVPD basis set) on a cluster of 2 separate species, C2H6NO in total.

XYZ file:
```
10
Properties=species:S:1:pos:R:3
O 1.17344 -0.72283 0.02922
C 0.95283 -1.14903 1.14684
H 1.37960 -2.11243 1.43885
H 0.33511 -0.57212 1.84820
C -1.55910 0.57419 -0.83426
N -0.55016 1.20645 -0.39491
H -2.51168 1.03141 -1.07110
H -1.43070 -0.49396 -0.96763
H 0.28509 0.60016 -0.18664
H -0.57633 2.20646 -0.22081
```

Highest occupied orbital energy, hartree: -0.5715
Total charge: +1
Lowest unoccupied orbital energy, eV: -5.3
Orbital gap, Ha: 0.3771

*ii*
ORCA calculation (ωB97M-V with the def2-TZVPD basis set) on a cluster of 2 separate species, C2H6NO in total.

XYZ file:
```
10
Properties=species:S:1:pos:R:3
C -2.05292 -0.11368 0.11796
C 1.73821 0.13895 -0.35404
N 1.09940 -0.19587 0.86717
O -0.10350 -0.34489 1.04756
H -1.75720 0.81651 -0.42297
H -2.90651 0.01542 0.85366
H -2.09823 -1.07638 -0.29183
H 2.66253 -0.47343 -0.26614
H 2.29088 1.18199 -0.25727
H 1.12735 0.05138 -1.29409
```

Highest occupied orbital energy (alpha / beta), hartree: -0.5551 / -0.5553
Total charge: +1
Lowest unoccupied orbital energy (alpha / beta), eV: -7.2 / -7.1
Orbital gap (alpha / beta), Ha: 0.2923 / 0.2927

*iii*
ORCA calculation (ωB97M-V with the def2-TZVPD basis set) on the ion C2H6NO with charge +1.

XYZ file:
```
10
Properties=species:S:1:pos:R:3
C -1.28438 0.63573 -0.14108
C -0.11914 -0.07459 0.40664
N 1.26898 -0.43347 -0.16263
O -1.15634 -0.76157 -0.18162
H -2.11264 1.12189 0.75604
H -1.30490 1.08714 -1.13936
H 0.12725 -0.19931 1.39899
H 1.23250 -0.16472 -1.19790
H 1.30254 -1.42929 0.13117
H 2.04613 0.21817 0.12974
```

Highest occupied orbital energy, hartree: -0.5846
Total charge: +1
Lowest unoccupied orbital energy, eV: -4.2
Orbital gap, Ha: 0.4312
SMILES: [NH3+][C@H]1CO1

Of them, *ii* has the lowest stability.

*i*
ORCA calculation (ωB97M-V with the def2-TZVPD basis set) on a cluster of 2 separate species, C4H8O2 in total.

XYZ file:
```
14
Properties=species:S:1:pos:R:3
C -0.54927 -0.28408 -2.00707
O -0.62426 -0.96737 -0.76670
C 0.19035 -0.34937 0.18534
C -0.46664 0.97251 0.67433
O -0.59324 0.49428 1.90682
C -0.05696 -0.82394 1.61754
H -0.75143 0.78889 -1.89015
H 0.44559 -0.40896 -2.46047
H -1.30506 -0.72682 -2.65730
H 1.24560 -0.32123 -0.12871
H 0.88304 2.20150 0.69316
H 1.60766 2.04442 0.86410
H -0.83769 -1.57644 1.72446
H 0.81233 -1.04341 2.24465
```

Highest occupied orbital energy, hartree: -0.3152
Total charge: 0
Lowest unoccupied orbital energy, eV: 0.6
Orbital gap, Ha: 0.3359

*ii*
ORCA calculation (ωB97M-V with the def2-TZVPD basis set) on the molecule C4H8O2.

XYZ file:
```
14
Properties=species:S:1:pos:R:3
O 1.73376 -1.16013 0.27522
C 1.27375 -0.00722 -0.42045
C -0.06807 0.48635 0.11319
O 0.01782 1.31649 1.25092
C -0.95442 -0.70457 0.26279
C -1.47728 0.49564 -0.45639
H 1.20429 -1.92956 0.02358
H 1.23941 -0.19929 -1.49906
H 2.05738 0.72179 -0.20686
H 0.73783 1.94557 1.12292
H -1.18714 -0.96816 1.28242
H -0.68709 -1.53455 -0.39342
H -1.75164 0.42811 -1.50535
H -2.13858 1.10954 0.15050
```

Highest occupied orbital energy, hartree: -0.3478
Total charge: 0
Lowest unoccupied orbital energy, eV: 0.9
Orbital gap, Ha: 0.3808
SMILES: OCC1(O)CC1

Of them, *i* has the lowest stability.

*i*
ORCA calculation (ωB97M-V with the def2-TZVPD basis set) on a structure of composition C2H3NO2.

XYZ file:
```
8
Properties=species:S:1:pos:R:3
C -0.24134 -0.97071 -0.81427
C 0.48561 0.77750 -0.25140
N -0.94543 -0.70294 0.36641
O -0.21223 0.40544 0.89807
O 1.66004 1.22897 0.02670
H -0.79899 -1.33044 -1.63504
H -1.95961 -0.52755 0.41680
H 2.01196 1.11973 0.99273
```

Highest occupied orbital energy, hartree: -0.2873
Total charge: 0
Lowest unoccupied orbital energy, eV: 0.3
Orbital gap, Ha: 0.2998

*ii*
ORCA calculation (ωB97M-V with the def2-TZVPD basis set) on the molecule C2H3NO2.

XYZ file:
```
8
Properties=species:S:1:pos:R:3
C 0.86937 0.18975 0.26237
C -0.45377 -0.18753 0.54933
N -0.06569 1.12130 -0.08048
O 2.52526 -0.15777 -0.14909
O -1.09431 -1.10168 -0.17359
H -0.97422 0.00833 1.53126
H -0.11507 1.67625 -0.99992
H -0.69156 -1.54865 -0.93988
```

Highest occupied orbital energy (alpha / beta), hartree: -0.3469 / -0.3470
Total charge: 0
Lowest unoccupied orbital energy (alpha / beta), eV: -0.3 / -0.3
Orbital gap (alpha / beta), Ha: 0.3374 / 0.3375
SMILES: O=C1N[C@H]1O

Of them, *i* has the lowest stability.

*i*
ORCA calculation (ωB97M-V with the def2-TZVPD basis set) on the molecule C2H3NO2.

XYZ file:
```
8
Properties=species:S:1:pos:R:3
N -1.15497 -0.25003 0.28214
C -0.17658 0.49622 -0.27556
O -0.30026 1.56540 -0.84170
C 1.21136 -0.13237 -0.13533
O 1.43158 -1.06492 0.59782
H -2.09712 0.10695 0.31764
H -0.90700 -1.08242 0.79693
H 1.99299 0.36118 -0.74194
```

Highest occupied orbital energy, hartree: -0.3706
Total charge: 0
Lowest unoccupied orbital energy, eV: -0.1
Orbital gap, Ha: 0.3657
SMILES: NC(=O)C=O

*ii*
ORCA calculation (ωB97M-V with the def2-TZVPD basis set) on a cluster of 2 separate species, C2H3NO2 in total.

XYZ file:
```
8
Properties=species:S:1:pos:R:3
C 0.47848 -1.51490 -0.68102
C -0.66150 1.31541 1.26541
N -0.59578 1.87972 0.24717
O -0.44524 2.38185 -0.81095
O -0.25446 -1.01341 0.13454
H 0.38383 -1.73278 -1.72410
H 1.43514 -1.86527 -0.37817
H -0.34046 0.54938 1.94713
```

Highest occupied orbital energy, hartree: -0.3572
Total charge: 0
Lowest unoccupied orbital energy, eV: 0.5
Orbital gap, Ha: 0.3751
SMILES: C#[N+][O-].C=O

*iii*
ORCA calculation (ωB97M-V with the def2-TZVPD basis set) on the molecule C2H3NO2.

XYZ file:
```
8
Properties=species:S:1:pos:R:3
C 0.58476 -0.36657 -0.41707
C -0.43589 -1.02906 0.40527
H 0.02955 2.56503 -0.21968
H 1.39136 -1.05794 -0.34216
H -0.26225 -2.06129 0.75937
N 0.62926 0.84344 -0.66751
O -0.38198 1.60369 -0.13219
O -1.55481 -0.49731 0.61398
```

Highest occupied orbital energy, hartree: -0.3534
Total charge: 0
Lowest unoccupied orbital energy, eV: -0.4
Orbital gap, Ha: 0.3405
SMILES: O=C/C=N\O

Of them, *ii* has the lowest stability.

*i*
ORCA calculation (ωB97M-V with the def2-TZVPD basis set) on the molecule C2H3NO2.

XYZ file:
```
8
Properties=species:S:1:pos:R:3
O -1.10973 -0.15566 -1.55598
C -1.14028 -0.33213 -0.36315
N -0.05469 -0.13917 0.47239
C 1.15732 0.37391 0.02400
O 2.07473 0.64932 0.75714
H -2.05002 -0.66175 0.16961
H -0.15890 -0.26465 1.46933
H 1.17008 0.50806 -1.06126
```

Highest occupied orbital energy, hartree: -0.3830
Total charge: 0
Lowest unoccupied orbital energy, eV: 0.7
Orbital gap, Ha: 0.4070
SMILES: O=CNC=O

*ii*
ORCA calculation (ωB97M-V with the def2-TZVPD basis set) on a structure of composition C2H3NO2.

XYZ file:
```
8
Properties=species:S:1:pos:R:3
C 0.09409 -1.12384 -0.33736
C -0.17071 0.66999 0.54346
N 0.14674 0.17201 -0.73643
O 0.23355 -2.20708 -0.73943
O -0.52781 -0.67425 1.00552
H 0.70431 1.09991 1.02676
H -1.04342 1.41629 0.67292
H 0.56324 0.64697 -1.43545
```

Highest occupied orbital energy, hartree: -0.3926
Total charge: 0
Lowest unoccupied orbital energy, eV: 0.8
Orbital gap, Ha: 0.4205

*iii*
ORCA calculation (ωB97M-V with the def2-TZVPD basis set) on a structure of composition C2H3NO2.

XYZ file:
```
8
Properties=species:S:1:pos:R:3
C -0.53431 -0.95196 -0.61788
C 0.72449 1.33636 1.31243
N -0.39201 -0.52893 -1.76080
O -0.01738 -0.11570 0.55016
O 1.87270 1.52867 1.33002
H -0.93563 -1.75882 -0.14900
H -0.21864 1.67630 1.88383
H -0.49920 -1.18593 -2.54876
```

Highest occupied orbital energy, hartree: -0.3592
Total charge: 0
Lowest unoccupied orbital energy, eV: 0.5
Orbital gap, Ha: 0.3759

Of them, *iii* has the lowest stability.

*i*
ORCA calculation (ωB97M-V with the def2-TZVPD basis set) on a cluster of 2 separate species, C2H3NO2 in total.

XYZ file:
```
8
Properties=species:S:1:pos:R:3
C -0.14787 -0.58474 0.62586
C -0.35146 0.10106 -0.69929
N 1.57245 0.71097 0.44111
O 0.83200 0.90662 -0.73707
O 0.91238 -0.10334 1.17362
H -1.21149 -1.16730 1.49604
H -0.35563 -0.59893 -1.54690
H -1.25039 0.73566 -0.75337
```

Highest occupied orbital energy (alpha / beta), hartree: -0.3091 / -0.2915
Total charge: 0
Lowest unoccupied orbital energy (alpha / beta), eV: 0.5 / 0.5
Orbital gap (alpha / beta), Ha: 0.3257 / 0.3089

*ii*
ORCA calculation (ωB97M-V with the def2-TZVPD basis set) on a structure of composition C2H3NO2.

XYZ file:
```
8
Properties=species:S:1:pos:R:3
C 0.83019 0.78288 0.41828
C -0.44243 0.38724 0.59443
O -0.75811 -1.41411 -0.99941
N -0.12784 -0.89960 0.07239
O 1.24226 -0.36780 -0.20955
H -0.90903 -0.73337 -1.68558
H 1.49760 1.57075 0.69989
H -1.33265 0.67401 1.10956
```

Highest occupied orbital energy, hartree: -0.3398
Total charge: 0
Lowest unoccupied orbital energy, eV: 0.9
Orbital gap, Ha: 0.3720

Of them, *i* has the lowest stability.

*i*
ORCA calculation (ωB97M-V with the def2-TZVPD basis set) on the molecule C2H3NO2.

XYZ file:
```
8
Properties=species:S:1:pos:R:3
C -0.92736 -0.02683 -0.13836
O -1.75670 -0.05416 0.94352
N 0.30299 -0.24927 -0.02821
C 1.43626 -0.74309 -0.22843
O 2.54475 -0.05613 -0.15718
H -2.67388 0.00862 0.66453
H -1.36768 0.22595 -1.09911
H 2.44161 0.89488 0.04323
```

Highest occupied orbital energy, hartree: -0.2891
Total charge: 0
Lowest unoccupied orbital energy, eV: 0.4
Orbital gap, Ha: 0.3055

*ii*
ORCA calculation (ωB97M-V with the def2-TZVPD basis set) on a structure of composition C2H3NO2.

XYZ file:
```
8
Properties=species:S:1:pos:R:3
C 0.27917 0.77811 0.09897
C -1.16262 0.19367 0.11065
H 1.71663 -1.81928 -0.30959
H 0.37199 1.81224 -0.32146
H -1.91719 1.11953 0.41280
N 1.32489 0.09172 -0.11236
O 0.81784 -1.16283 0.24743
O -1.43070 -1.01316 -0.12645
```

Highest occupied orbital energy, hartree: -0.3534
Total charge: 0
Lowest unoccupied orbital energy, eV: -0.4
Orbital gap, Ha: 0.3390

*iii*
ORCA calculation (ωB97M-V with the def2-TZVPD basis set) on a structure of composition C2H3NO2.

XYZ file:
```
8
Properties=species:S:1:pos:R:3
C 0.83152 -1.13171 -0.25146
C -0.34838 0.08663 0.66936
N -0.46922 1.18165 -0.13744
O 1.28974 -0.75763 -1.27460
O -0.80354 -0.19697 1.70105
H 1.20894 -2.03199 0.33686
H -0.31644 1.27607 -1.14475
H -1.39262 1.57395 0.10098
```

Highest occupied orbital energy, hartree: -0.3261
Total charge: 0
Lowest unoccupied orbital energy, eV: 0.6
Orbital gap, Ha: 0.3492

Of them, *ii* has the lowest stability.

*i*
ORCA calculation (ωB97M-V with the def2-TZVPD basis set) on the molecule C2H3NO2.

XYZ file:
```
8
Properties=species:S:1:pos:R:3
C -0.80132 -0.76726 -0.12252
C -0.23713 0.67379 0.07371
N -2.05619 -0.78685 0.06350
O -1.37132 1.40284 0.24355
O -2.58412 0.35632 0.16834
H -0.17074 -1.56487 0.04474
H 0.21270 0.52032 1.04218
H 0.50825 0.77879 -0.72961
```

Highest occupied orbital energy, hartree: -0.3510
Total charge: 0
Lowest unoccupied orbital energy, eV: 0.5
Orbital gap, Ha: 0.3694
SMILES: C1=NOOC1

*ii*
ORCA calculation (ωB97M-V with the def2-TZVPD basis set) on a cluster of 2 separate species, C2H3NO2 in total.

XYZ file:
```
8
Properties=species:S:1:pos:R:3
C 1.33965 -0.80683 0.48024
C -1.14824 0.28761 -0.31416
N 1.94648 0.13923 -0.00438
O 0.50784 -1.44693 0.96145
O -1.21350 -0.73365 0.35919
H -1.44165 0.37756 -1.43621
H 1.33377 0.91046 -0.21597
H -1.32434 1.27256 0.16985
```

Highest occupied orbital energy, hartree: -0.3813
Total charge: 0
Lowest unoccupied orbital energy, eV: 0.2
Orbital gap, Ha: 0.3879
SMILES: N=C=O.C=O

Of them, *i* has the lowest stability.